Entry 1:
# C15H21BBeNO2Se3Te

A structure of composition C15H21BBeNO2Se3Te (ωB97M-V with the def2-TZVPD basis set, the Open Molecules 2025 dataset).

XYZ file:
```
45
Properties=species:S:1:pos:R:3:forces:R:3:lowdin_charge:R:1
N -3.241602 1.038475 0.990134 -0.0343 -0.2655 0.0691 0.1673
C 4.386248 -2.306471 -2.907154 -0.0009 0.0062 0.0164 -0.0550
H 6.831005 -1.922333 -1.856745 0.0014 0.0012 -0.0010 0.0791
O -0.013544 -1.621039 0.050726 0.0193 -0.0064 -0.0155 0.1077
H 4.015341 -4.072870 -0.816573 0.0040 -0.0052 0.0027 0.0761
H -5.853587 4.493629 1.900100 -0.0043 -0.0017 -0.0080 0.0864
C -5.124012 3.689703 2.011209 0.0105 -0.0033 -0.0030 -0.0370
C 4.921694 -3.469875 -0.757578 -0.0052 0.0039 -0.0073 -0.0538
H 4.753753 0.335710 -0.098147 -0.0009 -0.0030 0.0039 0.0888
Se -2.637855 -0.566179 3.680153 0.0918 0.0531 0.0035 -0.0307
H -6.021977 1.949542 -0.861039 -0.0019 -0.0052 0.0034 0.0923
C 4.728092 -2.100783 -1.424479 -0.0027 -0.0040 -0.0022 -0.5654
H -3.360880 4.458676 0.023706 0.0024 0.0016 -0.0063 0.0900
H -5.008361 4.860499 -0.489206 -0.0024 0.0000 0.0014 0.0860
C 2.307059 -1.929540 -0.721894 -0.0066 -0.0185 0.0055 0.0527
C -6.187134 2.431635 0.102304 0.0148 -0.0048 -0.0005 -0.0352
H 3.465366 -2.876918 -3.028559 -0.0097 -0.0015 -0.0008 0.0754
C -4.884448 3.035996 0.644035 -0.0427 0.0504 0.0546 -0.5806
C 3.775164 -0.123653 -0.102821 0.0031 -0.0064 -0.0311 -0.0483
C 1.286892 -1.259036 -0.090771 0.0023 0.0140 0.0353 -0.2120
Te -3.328150 -3.743298 2.059062 -0.0756 -0.1227 -0.0674 0.1857
C 1.491126 -0.031463 0.530676 0.0094 -0.0361 -0.0474 -0.2334
H 4.252307 -1.344375 -3.405489 -0.0031 -0.0011 -0.0030 0.0878
C -3.932504 1.934185 0.832399 0.0207 -0.0195 -0.0860 -0.0695
C 2.731656 0.556727 0.535834 -0.0203 0.0302 0.0262 0.0074
Se -3.944754 -1.980112 0.411718 0.0517 0.0334 -0.0365 -0.1076
H -5.505743 2.960660 2.725298 0.0051 0.0053 0.0053 0.0955
H -4.199991 4.107869 2.410244 -0.0018 -0.0030 0.0052 0.0915
H -4.110183 3.575850 -1.314659 0.0053 0.0044 -0.0019 0.0903
H 6.372649 -1.197549 -0.313374 0.0018 0.0015 0.0009 0.0827
H 2.896752 1.509347 1.022350 0.0034 -0.0022 -0.0015 0.1122
C 6.055502 -1.345815 -1.347160 -0.0090 0.0001 -0.0006 -0.0816
H 5.190337 -2.849162 -3.412017 0.0010 0.0002 0.0007 0.0783
H 2.108739 -2.886519 -1.188014 -0.0005 0.0036 -0.0075 0.1216
O 0.319735 0.397760 1.066772 0.0019 0.0384 0.0054 0.0997
H 5.989883 -0.369310 -1.830853 0.0052 -0.0024 0.0001 0.0823
Se -4.051099 -2.403450 4.046401 -0.0401 0.0368 0.0733 -0.2997
C 3.587506 -1.351390 -0.731383 0.0008 0.0142 0.0143 -0.1869
B -0.672197 -0.599104 0.794435 -0.0543 0.0027 0.0887 -0.4387
Be -2.487704 -0.575338 1.390024 0.0609 0.2222 -0.0966 -0.4094
H 5.173880 -3.349106 0.297574 -0.0012 -0.0025 -0.0001 0.0892
H -6.583872 1.687625 0.792188 -0.0022 -0.0041 -0.0059 0.0964
C -4.297696 4.044462 -0.348722 0.0027 -0.0093 0.0097 -0.0431
H 5.729611 -4.021326 -1.246766 -0.0013 -0.0012 0.0019 0.0786
H -6.922998 3.227648 -0.023946 0.0017 0.0062 0.0026 0.0867
```
Positions in Å, forces in eV/Å.

Its charge is -1. The calculation puts the HOMO energy at -3.583 eV. For the LUMO energy, the calculation gives 2.365 eV.

***

Entry 2:
# C5H12O

An isolated molecule of C5H12O (ωB97M-V with the def2-TZVPD basis set, the Open Molecules 2025 dataset).

XYZ file:
```
18
Properties=species:S:1:pos:R:3:forces:R:3:lowdin_charge:R:1
H -2.852431 -1.151813 0.358502 1.0072 0.3398 -0.4174 0.0668
H 0.726614 -0.848869 1.213425 0.3422 0.0618 0.1978 0.1128
H -2.089298 -0.248646 1.650733 0.7285 0.0438 -0.8109 0.0724
C -1.127033 0.902410 -1.087272 -1.2404 -0.3838 0.9295 -0.0827
O 2.918801 0.483667 0.743811 0.2997 0.0829 -0.0911 -0.0715
H -1.915023 0.556686 -0.401030 -1.8502 3.0212 -1.5810 0.0283
C -1.844995 -0.905622 0.779869 1.1645 -0.1129 -0.5632 -0.0671
C -0.584716 -0.330248 -0.344373 -0.6626 -1.2893 1.3695 -0.3515
H -0.743026 1.897632 -0.814370 0.0820 -0.6530 -0.0134 0.0800
H -1.411983 0.836869 -2.147408 0.3069 -0.2525 0.5298 0.0741
H 0.446896 0.891581 1.070883 -0.0100 -0.2352 -0.0354 0.1284
H -1.476326 -1.838599 1.208081 0.0945 -0.0574 0.0124 0.0444
H 1.868073 0.941884 -0.999391 -0.0303 -0.1192 0.1684 0.1202
H 3.760201 0.642961 0.300924 -0.1095 -0.0202 0.1102 0.0850
H -0.482782 -1.164600 -1.038274 0.3251 -0.1503 0.1947 0.1216
H 2.223006 -0.783727 -0.756903 -0.0321 0.1265 0.0839 0.1204
C 1.951552 0.149103 -0.237587 -0.4363 -0.1651 -0.2830 -0.2740
C 0.632470 -0.030674 0.500388 0.0209 -0.2371 0.1992 -0.2075
```
Positions in Å, forces in eV/Å.

The calculation puts the HOMO energy at -9.572 eV. As for the SMILES: CC(C)CCO. For the LUMO energy, the calculation gives 0.986 eV.

***

Entry 3:
# C6H14O

A cluster of 2 separate species, C6H14O in total (ωB97M-V with the def2-TZVPD basis set, the Open Molecules 2025 dataset).

XYZ file:
```
21
Properties=species:S:1:pos:R:3:forces:R:3:lowdin_charge:R:1
H -1.720965 -2.025107 3.465378 -0.2007 1.1784 -0.4430 0.0872
C -1.156142 0.421419 0.716143 1.3869 -0.1916 -0.7613 0.0067
C -0.003957 -0.359917 -1.462883 -1.7578 -0.6271 -1.2696 -0.1497
H -2.052124 -0.960205 2.329803 -0.3816 -0.6068 0.5449 -0.0090
H -2.043917 -0.100691 1.013905 -0.7871 -0.0315 0.0016 0.0876
C -0.314791 -0.571104 -0.042173 -1.1931 2.9790 0.4851 -0.1898
H 2.102006 -0.054136 -1.353330 -0.0921 -0.0806 -0.6839 0.1186
C 1.295289 1.862906 -1.098854 0.2322 -1.0082 0.3675 -0.0782
H -1.427609 1.236219 0.060024 -0.0382 0.3327 0.2222 0.1022
H 0.011308 -1.380829 -1.875216 0.5513 0.2369 -0.3377 0.1429
H 2.295942 2.286970 -1.184444 -0.0563 0.0812 -0.8194 0.0814
O -1.609887 -1.087986 3.171587 0.4103 -1.0293 0.5453 -0.0605
C 0.247937 -1.571597 0.712138 3.0883 -2.3267 -0.2494 0.2590
C 1.235180 0.459947 -1.801863 1.9583 1.2180 2.5779 -0.1949
H 0.226294 -1.779265 1.769593 -0.9694 0.5589 0.2778 0.0978
H 1.337023 1.669604 -0.015964 -0.9264 0.4283 -0.0565 0.0713
H 1.396145 0.647454 -2.832889 -0.2307 -0.5951 -1.0949 0.1079
H 0.541537 2.581797 -1.457229 0.2326 -0.3076 0.5048 0.0916
H 1.065198 -2.174569 0.260409 -0.7562 0.2836 -0.1295 0.1303
H -0.804692 0.180339 -2.026097 0.0187 -0.4239 0.9515 0.1553
H -0.619776 0.718750 1.651961 -0.4890 -0.0683 -0.6336 0.1423
```
Positions in Å, forces in eV/Å.

Its charge is +1. The calculation puts the HOMO energy (alpha / beta) at -15.512 / -15.501 eV. For the LUMO energy (alpha / beta), the calculation gives -4.793 / -8.539 eV. The expectation value of S² is 0.753. Its spin multiplicity is 2.

***

Number 1: largest force on an atom 0.28 eV/A, total energy -225898.02197 eV. Number 2: largest force on an atom 3.88 eV/A, total energy -7424.70872 eV. Number 3: largest force on an atom 3.87 eV/A, total energy -8486.31528 eV.